Record 1
Here is a structure of composition C22H23AsN4O7S2V from OMol25. Energies are from ωB97M-V with the def2-TZVPD basis set.

Properties
HOMO-LUMO gap (alpha / beta) ... 4.889 / 5.810 eV
DFT total energy ... -151684.0099 eV
Expectation value of S² ... 3.7595
Spin multiplicity ... 4
Highest occupied orbital energy (alpha / beta) ... -0.7957 / -1.7174 eV
Energy relative to the best compared isomer or geometry (same formula, charge and spin) ... 7.06 kJ/mol
Net charge ... -2

Cartesian coordinates (Å):
1 C -1.10 -2.58 3.11
2 H -1.69 1.35 4.01
3 H 2.17 -2.55 3.68
4 S 0.55 1.49 -1.47
5 N -1.78 -0.87 -0.93
6 H -0.09 -5.42 1.92
7 H 1.76 1.46 1.36
8 H 0.46 3.69 1.86
9 C -2.60 -0.43 0.02
10 C -3.97 -0.40 -0.16
11 C 0.76 -4.84 2.28
12 As 0.41 -2.97 1.98
13 C 4.03 3.49 -1.50
14 H -4.61 -0.03 0.63
15 H -3.96 -1.77 -3.28
16 C 3.20 0.87 -0.85
17 H -1.18 -1.50 3.22
18 O 1.17 0.44 4.65
19 V 0.28 -0.87 -0.64
20 O -0.02 -1.82 -2.60
21 C -3.62 -1.37 -2.33
22 C -0.11 2.94 2.40
23 H -1.02 2.63 5.07
24 N 7.47 3.13 -0.78
25 N 4.74 5.90 -2.11
26 C 4.43 4.82 -1.84
27 C -1.19 -1.91 -3.03
28 C 2.24 1.83 -1.30
29 H 2.74 -2.09 2.03
30 C -0.92 1.59 4.75
31 H 5.26 0.54 -0.39
32 H -0.69 2.37 1.68
33 S 2.78 -0.76 -0.41
34 C -1.90 0.00 1.31
35 H 1.63 -1.03 2.94
36 C -4.48 -0.87 -1.36
37 H -1.03 0.94 5.62
38 C 0.45 1.32 4.16
39 H -0.79 3.45 3.09
40 C 1.92 -2.06 2.73
41 H 1.65 -5.12 1.71
42 C 4.54 1.27 -0.74
43 C 6.36 2.88 -0.91
44 H 1.98 3.84 -1.97
45 H 0.92 -5.04 3.34
46 H 2.59 1.01 2.87
47 H -0.95 -3.06 4.08
48 C 2.70 3.11 -1.62
49 O -5.83 -0.85 -1.55
50 O -2.62 0.39 2.24
51 O -1.61 -2.40 -4.10
52 H -6.01 -1.19 -2.43
53 C 2.03 1.79 2.36
54 C -2.26 -1.35 -2.07
55 N 0.82 2.09 3.12
56 C 4.97 2.55 -1.05
57 H -2.00 -2.96 2.63
58 O -0.64 -0.12 1.30
59 H 2.64 2.69 2.29
60 O 0.15 -2.80 0.35

=====

Record 2
Here is a cluster of 3 separate species, C21H39BClNO in total from OMol25. Energies are from ωB97M-V with the def2-TZVPD basis set.

Properties
HOMO-LUMO gap ... 9.840 eV
DFT total energy ... -39148.1136 eV
Highest occupied orbital energy ... -9.3945 eV
Structure (SMILES) ... CC(=O)N(C)B(Cl)c1ccccc1.CCCCCC.CCCCCC

Cartesian coordinates (Å):
1 H 2.58 -2.55 0.06
2 Cl 2.12 1.14 3.48
3 H -2.21 2.20 2.98
4 C -1.74 3.16 2.75
5 C -1.63 6.24 3.17
6 H -0.09 3.85 1.51
7 C -1.10 -1.31 0.58
8 C 0.20 -2.79 -2.84
9 H -1.40 -4.38 -6.66
10 H -1.28 7.22 2.83
11 H 0.80 -0.99 -1.86
12 C -1.64 -3.53 -6.02
13 H -3.17 6.15 1.67
14 H -3.28 3.73 1.37
15 H -0.71 -1.73 -5.27
16 H -0.74 5.68 3.47
17 C 0.39 -2.04 2.85
18 C 1.19 -1.66 -2.63
19 H -0.18 -2.21 -6.87
20 C 0.07 -0.62 0.91
21 C 0.81 -0.98 2.04
22 H -2.48 -3.00 -6.47
23 H -1.08 -3.56 3.15
24 N 3.41 -0.61 1.73
25 H -3.42 7.03 4.11
26 H -0.11 -4.64 -3.88
27 C -0.63 2.93 1.73
28 B 2.14 -0.21 2.36
29 H -1.67 -1.03 -0.28
30 H 2.84 -0.64 -0.34
31 C 0.80 -3.29 -5.30
32 H 4.19 -3.25 0.22
33 H -2.39 -2.91 1.15
34 C -2.32 5.55 1.99
35 H -3.61 4.17 3.03
36 H 2.83 -3.83 1.21
37 H 4.53 -0.20 -0.01
38 H -2.02 6.96 5.18
39 H 1.09 -4.11 -5.95
40 C 0.62 -3.83 -3.88
41 C 3.50 -0.13 0.34
42 H 1.64 -2.58 -5.32
43 H -1.04 2.54 0.79
44 H -2.89 5.48 4.78
45 H -1.30 3.50 3.69
46 H 0.05 -3.30 -1.88
47 H 1.35 -1.07 -3.53
48 H 0.98 -2.29 3.72
49 H -0.77 -2.37 -3.11
50 H -1.63 5.53 1.14
51 H 0.09 2.20 2.11
52 H 3.25 0.93 0.30
53 H -1.97 -3.91 -5.05
54 C 3.61 -2.01 1.88
55 C -1.49 -2.36 1.40
56 C -0.77 -2.73 2.53
57 C -2.81 4.13 2.28
58 C -2.54 6.44 4.38
59 O 4.00 -2.43 2.93
60 C 3.30 -2.97 0.76
61 H 0.42 0.20 0.30
62 C -0.44 -2.60 -5.88
63 H 1.56 -4.29 -3.56
64 H 2.17 -2.03 -2.30

=====

Record 3
Here is the molecule FHN2O2S from OMol25. Energies are from ωB97M-V with the def2-TZVPD basis set.

Properties
HOMO-LUMO gap ... 10.310 eV
DFT total energy ... -20637.5895 eV
Highest occupied orbital energy ... -10.7389 eV
Energy relative to the best compared isomer or geometry (same formula, charge and spin) ... 326.78 kJ/mol

Cartesian coordinates (Å):
1 O 0.63 1.44 0.59
2 N -3.84 0.33 -0.57
3 F -3.76 -0.71 0.49
4 N -2.91 1.03 -0.81
5 S -0.19 0.56 -0.17
6 H -0.24 -0.54 0.71
7 O -1.85 1.04 -0.07

=====

Record 4
Here is a cluster of 2 separate species, C3H11N3 in total from OMol25. Energies are from ωB97M-V with the def2-TZVPD basis set.

Properties
HOMO-LUMO gap ... 10.483 eV
DFT total energy ... -7757.8518 eV
Highest occupied orbital energy ... -9.5616 eV
Energy relative to the best compared isomer or geometry (same formula, charge and spin) ... 215.36 kJ/mol
Structure (SMILES) ... C=NC.NCN

Cartesian coordinates (Å):
1 N -1.98 0.28 0.55
2 C -2.39 -0.86 -0.37
3 H 1.25 -1.76 0.18
4 H 3.76 0.48 0.25
5 N 1.54 -1.08 0.79
6 C -2.01 1.53 0.18
7 N 3.08 0.45 -0.55
8 H 0.68 -0.93 1.41
9 H -2.71 -0.43 -1.35
10 C 1.71 0.27 0.12
11 H 1.04 0.33 -0.73
12 H 3.24 -0.50 -0.95
13 H -3.24 -1.38 0.07
14 H -1.42 2.22 0.79
15 H -2.47 1.91 -0.74
16 H 1.46 0.99 0.90
17 H -1.54 -1.52 -0.55

=====

- Number 3 is which compound?
  FHN2O2S